<a>
C5H10O | wB97M-V/def2-TZVPD

Atoms and positions in Å:
O  -0.272  -0.179  -1.400
C  0.924  -0.934  0.463
C  0.875  -0.437  -0.863
C  -1.416  -0.755  -0.627
C  -1.962  0.214  0.407
C  1.605  0.868  0.162
H  1.683  -0.659  -1.559
H  0.769  1.533  0.369
H  -2.165  -0.860  -1.422
H  -1.849  1.283  0.156
H  -3.039  0.031  0.508
H  -1.544  0.088  1.425
H  2.240  0.753  1.044
H  1.778  -1.515  0.799
H  2.234  1.278  -0.631
H  0.142  -0.707  1.168

Its spin multiplicity is 1. For the orbital gap (spin up / spin down), the calculation gives 6.62 / 6.62 eV. The HOMO energy (spin up / spin down) is -6.240 / -6.242 eV.

<b>
C5H10O | wB97M-V/def2-TZVPD

Atoms and positions in Å:
O  1.679  -0.732  -1.116
C  -0.851  0.791  -1.207
C  -0.635  0.030  1.274
C  -0.011  0.789  0.071
C  0.212  -1.208  0.907
C  1.127  -0.274  0.092
H  1.955  0.090  0.713
H  -0.324  -1.890  0.240
H  -0.225  0.790  -2.111
H  -1.458  1.700  -1.273
H  -1.522  -0.073  -1.274
H  1.120  -0.407  -1.836
H  0.660  -1.787  1.720
H  -1.722  -0.098  1.284
H  0.322  1.810  0.286
H  -0.328  0.470  2.229

Its structure (SMILES) is C[C@H]1CC[C@H]1O. Its spin multiplicity is 1. For the orbital gap, the calculation gives 10.88 eV. The HOMO energy is -9.867 eV.

Ranked by calculated energy, most stable first: <b>, <a>.

<a>
C5H10O | wB97M-V/def2-TZVPD

Atoms and positions in Å:
O  2.115  0.976  -2.572
C  0.075  -0.443  0.113
C  0.213  -0.078  -1.171
C  -1.509  -0.401  2.263
C  1.548  -0.140  -1.884
C  -1.003  0.181  0.935
H  2.281  -0.371  -1.105
H  -0.557  0.319  -1.828
H  -0.601  1.170  1.227
H  -1.931  0.251  0.347
H  -1.773  0.429  2.921
H  -0.737  -0.959  2.789
H  1.560  -0.993  -2.557
H  1.697  1.771  -2.255
H  1.020  -0.693  0.612
H  -2.397  -1.018  2.165

Its structure (SMILES) is CC/C=C/CO. Its spin multiplicity is 1. For the orbital gap, the calculation gives 10.19 eV. The HOMO energy is -9.375 eV.

<b>
C5H10O | wB97M-V/def2-TZVPD

Atoms and positions in Å:
O  1.075  -1.060  -1.328
C  0.742  1.595  -0.080
C  0.199  0.396  0.665
C  0.605  -0.986  0.062
C  -0.878  -1.355  -0.016
C  -1.308  0.034  0.524
H  1.344  -1.580  0.606
H  -1.309  -2.282  0.378
H  -1.868  0.634  -0.202
H  -0.802  -1.371  -1.116
H  0.465  0.464  1.730
H  0.952  -0.255  -1.856
H  -1.865  0.070  1.470
H  1.838  1.570  -0.081
H  0.415  2.540  0.363
H  0.396  1.584  -1.120

Its structure (SMILES) is C[C@H]1CC[C@H]1O. Its spin multiplicity is 1. For the orbital gap, the calculation gives 11.01 eV. The HOMO energy is -10.004 eV.

Ranked by calculated energy, most stable first: <b>, <a>.